Record 1
Below is a molecular structure, C11H11Br3N2 at a distorted geometry, with properties calculated with wB97M-V/def2-TZVPD.

Each line ends with the Mulliken charge.
Positions of all 27 atoms, in Å:
C (10.273, 12.672, 6.801)  -0.353
Br (11.134, 14.020, 5.716)  -0.034
Br (10.730, 10.946, 5.882)  -0.014
Br (8.271, 12.968, 6.886)  -0.045
H (10.640, 12.697, 7.827)  0.436
N (14.355, 13.370, 8.924)  -0.582
C (14.833, 12.958, 10.082)  -0.130
C (14.468, 11.691, 10.618)  -0.396
C (13.674, 10.850, 9.768)  -0.432
C (13.237, 11.351, 8.507)  0.054
C (13.510, 12.622, 8.185)  -0.154
H (15.561, 13.561, 10.603)  0.366
H (14.921, 11.422, 11.560)  0.368
H (13.222, 9.908, 10.041)  0.380
H (12.512, 10.709, 8.028)  0.150
H (13.291, 13.090, 7.236)  0.391
N (6.809, 9.451, 9.472)  -0.537
C (5.628, 8.764, 9.668)  -0.220
C (4.358, 9.286, 9.360)  -0.364
C (4.237, 10.614, 8.984)  -0.297
C (5.360, 11.379, 8.783)  -0.257
C (6.663, 10.716, 9.018)  0.063
H (5.737, 7.751, 10.027)  0.378
H (3.467, 8.725, 9.599)  0.357
H (3.247, 10.911, 8.669)  0.348
H (5.228, 12.370, 8.375)  0.303
H (7.648, 11.092, 8.786)  0.221

Summary:
LUMO energy, eV: -0.5
Total energy, eV: -224690.9812
E_HOMO, eV: -9.4822
ΔE to the lowest compared entry with this formula, charge and spin, kJ/mol: 66.84


Record 2
Below is a molecular structure, C29H52Cl2F3N2NbO2P2Si4 at a distorted geometry, with properties calculated with wB97M-V/def2-TZVPD.

Each line ends with the Mulliken charge.
Positions of all 97 atoms, in Å:
Nb (-1.201, 0.623, 0.059)  -0.733
O (4.036, -1.716, 2.420)  -0.157
C (4.179, -3.042, 2.923)  -0.550
O (4.689, -1.797, -0.184)  -0.003
C (4.958, -2.588, -1.336)  -0.601
H (4.709, -3.663, 2.183)  0.201
H (3.158, -3.406, 3.033)  0.113
H (4.705, -3.060, 3.902)  0.249
H (5.773, -2.136, -1.940)  0.290
H (4.026, -2.615, -1.898)  -0.038
H (5.211, -3.615, -1.027)  0.294
C (5.220, -1.046, 2.010)  -0.457
C (5.777, -1.549, 0.671)  -0.620
H (6.019, -1.084, 2.781)  0.329
H (4.938, 0.003, 1.871)  0.160
H (6.441, -2.428, 0.814)  0.339
H (6.362, -0.715, 0.248)  0.370
Cl (2.430, -1.173, -3.372)  -0.688
Cl (3.331, -5.018, 0.247)  -0.742
N (-1.990, 1.531, -1.620)  0.601
P (0.375, 2.408, 0.597)  1.411
P (-1.570, -1.639, -1.229)  1.628
C (-2.608, -1.193, -2.669)  -1.205
C (-2.738, -2.235, 0.092)  -1.442
C (-0.697, 3.745, -0.109)  -1.286
C (0.068, 2.279, 2.415)  -1.287
Si (-0.928, 0.801, 3.157)  0.113
H (-0.343, 3.245, 2.739)  0.635
H (1.084, 2.229, 2.826)  0.659
C (-2.431, 1.263, 4.193)  -1.330
C (0.043, 0.062, 4.596)  -1.234
Si (-2.321, -1.744, 1.883)  0.092
H (-2.729, -3.331, 0.068)  0.850
H (-3.771, -1.947, -0.145)  0.503
C (-1.434, -3.159, 2.739)  -1.185
C (-3.875, -1.570, 2.891)  -1.012
Si (-3.098, 0.647, -2.604)  -0.242
H (-3.466, -1.882, -2.699)  0.606
H (-2.015, -1.434, -3.560)  0.593
C (-4.837, 0.747, -1.931)  -0.948
C (-3.175, 1.385, -4.322)  -1.072
Si (-1.590, 3.225, -1.699)  -0.320
H (0.004, 4.542, -0.404)  0.763
H (-1.329, 4.198, 0.664)  0.676
C (-0.639, -3.124, -1.800)  1.529
C (-0.475, -4.248, -0.975)  -0.212
H (-0.886, -4.272, 0.030)  -0.185
C (0.268, -5.342, -1.418)  -0.739
H (0.478, -6.168, -0.738)  0.392
C (0.828, -5.371, -2.704)  -0.582
H (1.384, -6.245, -3.052)  0.369
C (0.669, -4.240, -3.517)  -0.733
H (1.134, -4.216, -4.502)  0.339
C (-0.038, -3.127, -3.063)  -1.002
H (-0.017, -2.227, -3.667)  0.317
C (2.017, 2.942, 0.097)  0.570
C (2.500, 2.630, -1.187)  -0.264
H (2.013, 1.872, -1.807)  0.668
C (3.621, 3.310, -1.674)  -0.945
H (3.942, 3.149, -2.703)  0.464
C (4.313, 4.228, -0.871)  -0.401
H (5.188, 4.766, -1.268)  0.392
C (3.843, 4.490, 0.421)  -0.691
H (4.352, 5.230, 1.035)  0.392
C (2.699, 3.857, 0.913)  -0.785
H (2.330, 4.082, 1.913)  0.380
H (-2.199, 1.329, -4.819)  0.303
H (-3.495, 2.434, -4.290)  0.265
H (-3.915, 0.807, -4.892)  0.409
H (-4.977, 0.342, -0.922)  0.247
H (-5.466, 0.166, -2.617)  0.497
H (-5.170, 1.790, -1.935)  0.241
C (-0.538, 3.533, -3.217)  -1.064
C (-3.071, 4.318, -1.922)  -0.984
H (0.250, 2.785, -3.352)  0.331
H (-0.084, 4.523, -3.092)  0.410
H (-1.173, 3.532, -4.111)  0.332
H (-3.699, 4.346, -1.040)  0.289
H (-3.672, 4.025, -2.792)  0.257
H (-2.644, 5.307, -2.114)  0.450
H (1.115, 0.276, 4.529)  0.373
H (-0.126, -1.018, 4.684)  0.230
H (-0.334, 0.544, 5.508)  0.390
H (-3.377, 1.287, 3.654)  0.272
H (-2.204, 2.257, 4.594)  0.449
H (-2.552, 0.546, 5.014)  0.379
H (-2.163, -3.980, 2.735)  0.368
H (-1.188, -2.916, 3.780)  0.354
H (-0.522, -3.497, 2.233)  0.357
H (-4.517, -0.747, 2.580)  0.174
H (-3.660, -1.473, 3.961)  0.282
H (-4.390, -2.516, 2.707)  0.529
N (-1.387, -0.284, 1.892)  0.566
F (-3.789, 2.585, 0.081)  -0.141
C (-3.071, 1.864, 0.978)  0.350
F (-2.868, 2.769, 2.031)  -0.245
F (-4.029, 0.942, 1.421)  -0.267

Summary:
LUMO energy (alpha / beta), eV: -3.8 / -3.8
Total energy, eV: -122828.8623
E_HOMO (alpha / beta), eV: -6.1518 / -6.1185


Record 3
Below is C16H20N4O3S2 in the gas phase at a distorted geometry, with properties calculated with wB97M-V/def2-TZVPD.

Each line ends with the Mulliken charge.
Positions of all 45 atoms, in Å:
C (-6.828, -1.679, 0.231)  -1.347
C (-5.628, -0.930, -0.333)  -0.196
C (-5.388, 0.381, 0.413)  -0.702
C (-4.185, 1.142, -0.150)  -0.544
C (-2.901, 0.414, 0.156)  0.620
O (-2.651, -0.135, 1.203)  -0.644
N (-1.976, 0.420, -0.865)  -0.126
C (-0.761, -0.183, -0.722)  0.351
N (0.151, -0.176, -1.646)  -0.979
N (1.246, -0.826, -1.282)  0.217
C (1.178, -1.336, -0.102)  0.219
S (2.539, -2.190, 0.690)  1.221
O (2.145, -2.369, 2.052)  -0.642
O (2.885, -3.355, -0.062)  -0.719
N (3.785, -1.083, 0.580)  -0.054
C (4.792, -1.334, -0.430)  -0.889
C (4.525, -0.518, -1.688)  -0.476
C (4.601, 0.961, -1.327)  -1.052
C (3.758, 1.260, -0.119)  1.026
C (3.327, 2.558, 0.125)  -0.668
C (2.540, 2.865, 1.218)  -0.662
C (2.178, 1.860, 2.100)  -0.631
C (2.606, 0.564, 1.886)  -0.321
C (3.393, 0.253, 0.778)  -0.345
S (-0.314, -1.036, 0.737)  0.059
H (-6.987, -2.608, -0.310)  0.376
H (-7.729, -1.075, 0.149)  0.323
H (-6.668, -1.917, 1.280)  0.342
H (-5.796, -0.722, -1.393)  0.273
H (-4.738, -1.558, -0.251)  0.253
H (-6.277, 1.010, 0.341)  0.416
H (-5.203, 0.168, 1.467)  0.328
H (-4.121, 2.123, 0.330)  0.271
H (-4.295, 1.291, -1.225)  0.275
H (-2.153, 0.877, -1.748)  0.271
H (4.766, -2.404, -0.634)  0.494
H (5.767, -1.074, -0.003)  0.370
H (5.259, -0.765, -2.456)  0.396
H (3.527, -0.759, -2.059)  0.233
H (4.267, 1.577, -2.164)  0.446
H (5.640, 1.234, -1.110)  0.341
H (3.610, 3.336, -0.570)  0.410
H (2.211, 3.880, 1.382)  0.405
H (1.565, 2.083, 2.960)  0.439
H (2.336, -0.224, 2.570)  0.622

Summary:
LUMO energy, eV: 0.3
Total energy, eV: -50689.7739
E_HOMO, eV: -8.5926
ΔE to the lowest compared entry with this formula, charge and spin, kJ/mol: 124.45


Record 4
Below is a molecular structure, C21H25F2HoN4O2, with properties calculated with wB97M-V/def2-TZVPD.

Each line ends with the Mulliken spin population.
Positions of all 55 atoms, in Å:
Ho (0.065, 0.609, -1.001)  4.059
C (-2.895, -0.419, -2.168)  0.004
N (-2.536, 0.426, -1.013)  -0.017
C (-3.142, 1.768, -1.162)  0.003
C (-2.996, -0.150, 0.248)  -0.007
C (-4.303, -0.582, 0.395)  0.000
C (-4.745, -1.130, 1.590)  0.000
C (-3.842, -1.240, 2.639)  0.000
C (-2.538, -0.796, 2.507)  0.000
C (-2.079, -0.219, 1.310)  0.005
N (-0.786, 0.203, 1.076)  0.002
C (0.131, 0.216, 2.140)  -0.005
C (-0.096, 0.899, 3.332)  -0.002
C (0.854, 0.908, 4.342)  0.000
C (2.057, 0.243, 4.166)  0.000
C (2.307, -0.426, 2.974)  0.000
C (1.356, -0.440, 1.962)  -0.003
N (1.569, -1.089, 0.688)  -0.007
C (0.817, -2.352, 0.586)  0.002
C (2.975, -1.358, 0.403)  0.001
H (-3.974, -0.446, -2.342)  0.000
H (-2.554, -1.440, -1.989)  0.000
H (-2.419, -0.020, -3.063)  0.000
H (-4.232, 1.699, -1.088)  0.000
H (-2.869, 2.196, -2.121)  0.000
H (-2.780, 2.417, -0.365)  -0.001
H (-4.993, -0.496, -0.435)  0.000
H (-5.766, -1.469, 1.694)  0.000
H (-4.155, -1.683, 3.577)  0.000
H (-1.853, -0.908, 3.337)  0.000
H (-1.030, 1.434, 3.452)  0.000
H (0.658, 1.448, 5.259)  0.000
H (2.807, 0.247, 4.946)  0.000
H (3.253, -0.931, 2.843)  0.000
H (1.210, -3.104, 1.281)  0.000
H (0.912, -2.741, -0.431)  0.000
H (-0.232, -2.183, 0.817)  0.001
H (3.396, -2.105, 1.087)  0.000
H (3.554, -0.438, 0.486)  0.000
H (3.057, -1.751, -0.608)  0.000
O (2.600, -1.686, -3.653)  0.000
C (2.819, -0.636, -3.104)  0.000
C (4.037, 0.258, -3.346)  0.000
C (3.863, 1.410, -2.359)  -0.001
C (2.566, 1.057, -1.681)  -0.009
O (2.012, 1.743, -0.778)  -0.007
N (2.008, -0.067, -2.129)  -0.009
H (4.030, 0.577, -4.388)  0.000
H (4.943, -0.326, -3.190)  0.000
H (3.759, 2.388, -2.829)  0.000
H (4.655, 1.492, -1.614)  0.000
F (-0.418, 2.717, -1.833)  -0.001
C (-0.176, 1.844, -3.062)  -0.007
F (-1.370, 1.947, -3.757)  0.000
H (0.506, 2.485, -3.628)  -0.001

Summary:
LUMO energy (alpha / beta), eV: 0.4 / 0.4
Total energy, eV: -63473.2563
E_HOMO (alpha / beta), eV: -7.1952 / -7.2005
Multiplicity: 5


Among the records above, which one has the lowest total energy? C11H11Br3N2


Which value of total energy does entry 4 give? -63473.2563 eV


Which value of total energy does entry 1 give? -224690.9812 eV